87
Properties=species:S:1:pos:R:3:forces:R:3:mulliken_spin:R:1 method="wB97M-V/def2-TZVPD" spin_multiplicity=5 homo_lumo_gap_ha="0.2466 / 0.2425" charge=-1 energy_ev=-374092.7170
Rh -0.45913 -0.01179 0.88035 -0.375 -0.433 -0.156 1.924
Br -0.39011 -7.04441 -0.14891 -0.093 0.139 0.122 0.011
C -0.45478 -5.37069 0.73125 0.522 -1.278 1.135 0.085
C 0.10795 -5.26072 2.08143 -0.766 -0.170 -1.741 0.078
Br 0.26022 -6.81497 3.08965 0.379 -0.137 0.380 0.011
C 0.32223 -4.02259 2.55195 0.738 1.860 1.537 0.037
Br 1.18222 -3.60479 4.20186 -0.043 -0.769 0.127 0.004
C -0.06199 -2.77441 1.92736 -1.076 -0.646 -0.946 0.153
O 0.13046 -1.62777 2.41117 -0.096 -1.220 -0.606 0.313
C -0.86337 -2.97338 0.67433 0.962 2.079 -0.494 0.137
O -1.21253 -1.91144 0.03903 -0.031 -1.624 0.440 0.200
C -0.97130 -4.30028 0.12292 -1.066 1.447 -1.420 0.028
Br -1.85028 -4.38172 -1.62391 0.529 -0.113 1.289 0.001
Cl 2.79821 0.06245 1.85012 0.561 -0.175 -0.463 -0.001
C 2.19350 0.24389 3.41682 -0.331 -0.138 1.549 0.009
C 2.76002 -0.46459 4.47779 0.240 -0.878 -0.254 0.000
C 2.17997 -0.47698 5.75366 1.151 0.317 -0.418 0.004
C 1.16291 0.41732 5.98947 -0.189 -0.345 1.208 -0.002
C 0.63343 1.18885 4.96266 -1.489 -0.462 1.133 0.003
C 1.06409 1.02378 3.65963 -0.550 1.165 -0.723 -0.014
P -0.03002 1.64820 2.26879 0.795 0.211 0.032 -0.002
C 0.75365 3.13037 1.54977 -0.455 0.228 -0.386 0.343
C -0.14642 4.04335 0.66084 0.936 -0.101 0.527 -0.042
C 0.69246 4.96134 -0.19855 -1.231 -0.006 -0.516 0.289
C 2.01772 5.08575 -0.12594 1.781 -0.240 0.646 -0.114
C 2.75831 4.29988 0.84512 -0.232 1.272 -0.805 0.441
C 2.09992 3.36405 1.61527 0.917 -1.597 0.584 -0.181
C -1.33261 2.47140 3.22135 0.180 -0.411 0.283 -0.002
C -1.01619 3.65227 3.86587 0.779 1.053 1.455 0.016
C -1.85106 4.18670 4.84958 -0.637 -1.414 -1.707 0.002
C -3.12418 3.61959 5.01134 0.461 1.553 0.034 0.001
C -3.47290 2.47943 4.33118 0.689 -0.142 -0.360 0.026
C -2.52943 1.84443 3.51336 -0.810 0.635 -0.074 0.035
H 3.59065 -1.13389 4.22959 -0.248 0.280 0.200 0.001
H 2.58512 -1.09732 6.57738 -0.262 0.366 -0.772 0.000
H 0.76766 0.41257 7.02171 -0.087 0.408 -0.778 0.000
H -0.30938 1.72103 5.23384 1.136 -0.216 -0.536 0.001
H -0.77618 4.66296 1.34754 0.259 -0.300 -0.400 0.066
H 0.07185 5.42265 -0.96896 0.488 0.319 0.062 -0.002
H 2.65578 5.71540 -0.76799 -0.857 -0.175 0.102 -0.002
H 3.83077 4.43330 0.95459 -0.177 -0.053 -0.139 0.020
H 2.79524 2.66061 2.14959 -1.140 0.782 -0.121 0.013
H -0.01729 4.11394 3.73458 -0.691 -0.330 -0.156 -0.017
H -1.61206 5.07567 5.35615 0.404 0.973 0.581 0.000
H -3.81269 4.28447 5.53272 -0.276 -0.782 0.266 0.000
H -4.46642 2.10284 4.35031 -0.654 -0.352 0.280 0.001
H -2.83404 0.93767 3.02401 0.220 -0.376 -0.237 0.005
C -3.10067 -1.89946 -6.12557 -1.656 0.449 0.627 0.000
C -1.71631 -2.16648 -5.62855 0.009 -0.490 0.929 -0.001
C -1.46426 -2.17494 -4.23639 0.438 0.916 -0.346 -0.001
C -0.15038 -2.48474 -3.81406 -0.784 -0.741 1.019 0.002
C 0.83935 -2.94121 -4.68724 -0.150 1.448 -0.354 0.001
C 0.57265 -2.85016 -6.05497 0.626 -0.869 -0.922 0.000
C -0.69120 -2.53971 -6.50582 -0.547 0.710 1.157 0.000
S 2.44379 -3.60056 -4.22937 0.476 -0.549 0.033 0.000
O 2.17988 -5.00083 -4.11633 -0.316 -0.635 0.470 0.000
O 3.41025 -3.21809 -5.22349 -0.248 0.760 0.058 0.000
N 2.97261 -3.10112 -2.77682 0.817 1.168 -2.412 0.000
C 3.71425 -1.82837 -2.58579 -0.798 0.311 1.251 0.000
C 2.76966 -0.67976 -2.23814 -1.701 -0.245 -0.427 0.011
C 1.94353 -0.98912 -0.96294 1.627 0.202 -0.168 -0.022
O 2.17319 -2.04037 -0.35682 -0.653 -0.175 0.216 0.003
O 1.19565 -0.02382 -0.64796 -0.824 0.056 0.279 0.038
H -3.17801 -1.65504 -7.19092 0.304 -0.193 0.118 0.000
H -3.58102 -1.02393 -5.57834 0.578 -1.159 -0.487 0.000
H -3.75492 -2.80401 -5.93699 0.615 0.980 -0.189 0.000
H -2.25480 -1.81803 -3.48853 1.281 -0.737 -1.176 0.000
H -0.01512 -2.51586 -2.72391 0.338 0.130 -0.472 -0.004
H 1.30957 -3.10484 -6.84586 -0.255 0.115 1.007 0.000
H -0.91887 -2.51852 -7.54214 0.040 -0.053 -0.866 0.000
H 2.57144 -3.55882 -2.00559 -0.558 -0.273 1.266 0.000
H 4.34239 -1.56577 -3.43720 -0.044 -0.550 0.025 0.000
H 4.28799 -1.95618 -1.65058 0.223 -0.263 -0.705 0.000
H 1.92616 -0.58481 -2.97695 1.053 0.168 0.072 -0.001
H 3.23581 0.31053 -2.10004 0.011 -0.482 -0.218 0.000
N -4.35345 -0.10075 -2.90372 -0.642 -0.427 -0.269 -0.003
C -3.68187 0.62178 -2.32482 1.376 0.580 0.125 -0.005
C -2.72829 1.51295 -1.69012 -0.500 0.339 0.731 -0.036
C -1.33980 1.31486 -1.67836 0.135 -1.455 -0.617 -0.031
C -0.57835 2.18122 -0.94260 2.070 -0.152 -0.180 0.113
C -1.08725 3.26108 -0.25279 0.422 0.060 1.526 0.031
C -2.43779 3.46367 -0.20090 -0.488 -0.755 -1.457 0.005
C -3.24493 2.57801 -0.94307 -0.386 0.718 0.298 0.039
H -0.79470 0.44549 -2.13808 -0.961 0.928 0.298 -0.002
H 0.51356 1.97674 -0.88059 -0.910 0.213 -0.185 -0.021
H -2.83330 4.32563 0.30426 -0.358 0.000 0.322 0.001
H -4.31642 2.75891 -0.91351 0.073 -0.255 -0.143 0.002